[1]
DFT (ωB97M-V/def2-TZVPD) results for 4 unconnected molecules or ions with the total composition C35H46F24NO4Si at a distorted geometry.

XYZ file:
```
111
Properties=species:S:1:pos:R:3:forces:R:3
C 4.870 -0.274 -0.282 -0.1 0.2 -0.5
Si 3.039 -0.665 -0.340 -0.6 -0.2 0.3
C 2.719 -2.162 -1.442 0.1 0.2 0.6
C 1.996 0.751 -1.030 0.6 0.1 -0.2
C 2.623 2.154 -1.119 -0.4 -0.1 0.5
C 2.939 2.861 0.218 0.1 0.5 -0.7
C 1.888 3.910 0.604 0.4 -0.2 0.8
C 0.747 3.318 1.428 -0.2 0.3 -0.8
C -0.509 4.178 1.505 -0.1 -0.5 0.8
C -1.687 3.344 2.058 0.2 0.3 -0.2
C -2.622 2.785 0.963 0.4 -0.8 0.6
C -2.373 1.295 0.660 -0.1 0.2 -0.3
C -3.677 0.523 0.488 0.3 -0.2 -0.4
C -3.556 -0.999 0.772 -0.3 0.1 -0.5
C -2.141 -1.500 0.808 0.0 0.3 0.3
N -1.359 -1.383 -0.383 0.4 -0.5 -0.1
O -1.692 -2.051 1.779 0.2 -0.3 0.4
C 2.356 -1.143 1.356 0.1 -0.5 0.5
C 1.682 -0.234 2.184 0.1 -0.1 -0.1
C 1.100 -0.577 3.404 0.4 -0.4 -0.7
C 1.165 -1.900 3.830 0.3 0.4 -0.5
C 1.862 -2.822 3.050 0.0 0.0 -0.2
C 2.460 -2.467 1.833 -0.6 0.6 0.6
H 5.440 -1.074 0.174 0.1 -0.1 0.3
H 5.091 0.676 0.197 0.0 0.1 0.3
H 5.235 -0.186 -1.307 0.0 0.0 -0.1
H 1.637 -2.273 -1.491 -0.2 0.0 -0.2
H 3.094 -3.061 -0.960 0.2 -0.2 -0.1
H 3.152 -2.063 -2.432 0.0 0.0 -0.2
H 1.041 0.769 -0.505 -0.1 0.1 0.2
H 1.754 0.449 -2.052 -0.1 -0.1 -0.1
H 1.912 2.787 -1.650 0.0 0.2 -0.2
H 3.521 2.126 -1.733 0.1 -0.2 -0.1
H 3.893 3.378 0.104 0.1 0.0 0.0
H 3.082 2.160 1.033 0.0 -0.3 0.2
H 2.385 4.670 1.214 0.0 0.2 0.0
H 1.529 4.426 -0.285 -0.2 0.0 -0.2
H 1.106 3.108 2.433 0.0 -0.2 0.1
H 0.437 2.379 0.970 0.0 -0.2 0.1
H -0.348 5.016 2.184 0.2 0.3 -0.2
H -0.743 4.552 0.510 -0.1 0.2 -0.1
H -1.272 2.474 2.560 0.0 -0.1 0.2
H -2.219 3.916 2.822 -0.2 0.2 -0.1
H -2.489 3.414 0.075 -0.3 0.2 -0.1
H -3.653 2.876 1.319 -0.2 0.3 -0.1
H -1.909 1.275 -0.342 0.2 0.0 0.0
H -4.458 0.906 1.145 -0.1 0.1 0.2
H -4.078 0.631 -0.536 -0.3 -0.1 0.0
H -4.031 -1.302 1.700 -0.1 0.0 0.3
H -4.075 -1.525 -0.039 0.0 -0.2 0.0
H -1.153 -0.400 -0.521 -0.1 0.1 0.0
H -1.895 -1.736 -1.167 -0.1 0.3 -0.2
H 1.576 0.786 1.857 -0.1 0.2 -0.1
H 0.576 0.194 3.943 -0.2 0.0 0.2
H 0.658 -2.192 4.734 0.0 -0.2 0.1
H 1.905 -3.850 3.387 0.1 -0.1 0.0
H 2.960 -3.233 1.257 0.1 0.0 -0.1
C -4.866 0.044 4.861 -0.3 0.2 -0.5
C -3.355 0.166 5.105 -0.1 0.1 0.3
C -2.520 -1.116 5.072 0.1 -0.1 -0.5
F -2.868 -1.956 6.078 -0.1 0.1 0.1
F -1.225 -0.768 5.238 -0.1 0.0 0.3
F -3.130 0.825 6.273 -0.1 -0.1 0.0
F -2.876 0.935 4.103 0.0 0.0 -0.1
O -5.721 0.047 6.001 0.4 -0.1 0.3
C -6.084 -1.091 6.651 0.0 0.2 -0.3
C -5.641 -1.059 8.116 0.0 0.0 0.1
F -4.303 -0.971 8.210 0.0 -0.1 0.0
F -6.037 -2.207 8.721 0.0 0.0 0.0
F -5.671 -2.211 6.035 0.1 0.0 0.0
F -7.443 -1.132 6.676 -0.1 -0.1 0.0
H -5.130 0.961 4.339 0.0 0.0 0.0
H -5.100 -0.775 4.182 0.1 -0.1 0.1
H -2.616 -1.632 4.113 0.0 0.0 -0.1
H -6.096 -0.208 8.625 0.0 0.0 0.0
C 8.578 -4.277 -3.317 0.5 -0.4 0.0
C 7.889 -3.505 -2.180 0.0 0.3 -0.3
C 6.519 -3.998 -1.709 -0.1 0.0 0.2
F 5.608 -3.910 -2.696 0.1 0.0 -0.1
F 6.113 -3.217 -0.685 0.0 -0.1 -0.1
F 7.828 -2.194 -2.487 0.0 -0.1 0.0
F 8.708 -3.639 -1.095 0.0 -0.1 0.1
O 8.490 -3.730 -4.620 -0.4 0.3 0.1
C 7.477 -4.053 -5.482 0.3 -0.2 0.1
C 6.668 -2.814 -5.879 -0.1 0.1 -0.1
F 6.104 -2.255 -4.794 0.0 0.0 0.0
F 5.689 -3.193 -6.730 0.0 0.0 0.0
F 6.688 -5.032 -5.012 0.0 0.1 0.1
F 8.051 -4.516 -6.619 0.0 -0.1 -0.1
H 9.639 -4.214 -3.081 0.0 0.0 0.0
H 8.320 -5.336 -3.300 -0.2 0.1 0.0
H 6.577 -5.034 -1.361 0.0 0.0 0.0
H 7.316 -2.085 -6.369 0.0 0.0 0.0
C -5.230 3.044 -5.637 0.1 0.2 -0.4
C -6.272 2.534 -4.623 0.2 -0.3 -0.1
C -6.172 3.050 -3.183 -0.1 0.1 0.0
F -5.005 2.688 -2.637 0.1 -0.1 0.1
F -7.182 2.515 -2.459 0.0 0.0 0.0
F -6.296 1.187 -4.631 0.0 0.0 0.0
F -7.487 2.965 -5.082 0.0 0.1 0.0
O -4.128 2.192 -5.917 -0.1 -0.1 0.5
C -2.967 2.251 -5.174 -0.2 0.2 -0.3
C -2.684 0.919 -4.470 0.1 -0.3 -0.1
F -3.705 0.571 -3.670 0.0 0.1 0.1
F -1.562 1.054 -3.735 0.0 0.0 0.1
F -2.957 3.285 -4.321 -0.1 0.0 0.1
F -1.945 2.452 -6.039 0.0 0.0 -0.1
H -5.769 3.098 -6.582 0.0 -0.1 0.0
H -4.910 4.060 -5.407 0.0 0.0 0.2
H -6.265 4.140 -3.150 0.0 0.0 -0.1
H -2.541 0.126 -5.207 0.1 0.1 -0.1
```
Positions in Å, forces in eV/Å.

Calculated values
charge: -1
frontier orbital gap: 3.8 eV
E_tot: -4403.252594 Ha

---

[2]
DFT (ωB97M-V/def2-TZVPD) results for a molecular structure, C25H38BrInN2O2.

XYZ file:
```
69
Properties=species:S:1:pos:R:3:forces:R:3
In -0.211 -0.409 -0.776 -0.2 -0.5 0.2
C 3.941 -0.442 -2.304 0.1 0.0 0.1
C 3.478 -0.372 -0.869 0.0 -0.2 -0.1
C 3.013 -1.498 -0.207 0.2 0.0 0.1
C 3.100 -2.854 -0.825 -0.1 0.0 0.0
C 2.536 -1.396 1.170 0.1 0.0 -0.1
C 2.156 -2.633 1.898 -0.1 0.0 -0.1
C 2.465 -0.144 1.816 0.1 0.1 0.1
C 1.942 -0.058 3.229 0.0 0.0 -0.1
C 2.946 0.968 1.152 -0.1 0.0 0.0
C 2.831 2.333 1.761 0.1 0.0 -0.1
C 3.576 0.826 -0.148 0.0 0.1 0.1
C 4.376 1.961 -0.696 0.1 0.0 0.1
H 4.962 -0.825 -2.379 0.0 0.0 0.0
H 3.924 0.537 -2.776 0.0 0.0 0.0
H 3.299 -1.099 -2.886 0.0 0.0 0.0
H 2.104 -3.279 -0.979 0.0 0.0 0.0
H 3.627 -3.534 -0.152 0.0 0.0 0.0
H 3.625 -2.848 -1.773 0.0 0.0 0.0
H 3.047 -3.031 2.405 0.0 0.0 0.0
H 1.780 -3.404 1.233 0.0 0.0 0.0
H 1.406 -2.438 2.659 0.0 0.0 0.0
H 0.860 -0.206 3.263 0.0 0.0 0.0
H 2.167 0.898 3.691 0.0 0.0 0.0
H 2.395 -0.830 3.850 0.0 0.0 0.0
H 3.586 2.477 2.541 0.0 0.0 0.0
H 1.857 2.460 2.231 0.0 0.0 0.0
H 2.963 3.124 1.027 0.0 0.0 0.0
H 3.756 2.634 -1.301 0.0 0.0 0.0
H 5.178 1.598 -1.335 0.0 0.0 0.0
H 4.821 2.552 0.103 0.0 0.0 0.0
C 0.051 3.070 -1.280 -0.1 0.0 -0.1
N -0.600 2.348 -2.367 -0.5 0.1 0.2
C 0.331 2.103 -3.465 0.0 0.0 0.0
C -1.779 3.058 -2.862 0.1 -0.1 0.0
C -2.960 3.160 -1.879 0.6 0.1 -0.1
N -3.396 1.908 -1.286 -0.7 0.3 -0.2
C -3.903 0.863 -2.141 0.2 -0.3 0.0
C -3.823 1.886 0.088 0.2 -0.2 0.2
H 0.315 4.101 -1.558 0.0 0.0 0.0
H 0.963 2.540 -0.998 0.0 0.0 0.0
H -0.594 3.106 -0.398 0.0 0.0 0.0
H 0.686 3.032 -3.929 0.0 0.0 0.0
H -0.151 1.499 -4.234 0.0 0.0 0.0
H 1.194 1.551 -3.087 0.0 0.0 0.0
H -2.107 2.574 -3.781 0.0 0.0 0.0
H -1.530 4.097 -3.123 -0.1 0.0 -0.1
H -3.804 3.561 -2.453 -0.1 0.0 0.1
H -2.741 3.865 -1.082 0.0 -0.1 0.1
H -4.947 1.088 -2.393 0.0 0.1 0.0
H -3.886 -0.088 -1.607 0.1 0.0 0.0
H -3.329 0.806 -3.062 0.0 0.0 0.0
H -4.909 2.046 0.126 0.0 0.0 -0.1
H -3.330 2.668 0.659 0.0 0.0 0.0
H -3.631 0.895 0.511 0.0 0.0 -0.1
Br -5.254 -1.804 0.633 0.2 0.1 -0.1
C -4.093 -2.832 1.733 0.3 -0.1 0.1
C -4.747 -3.583 2.698 0.0 0.0 0.0
C -4.029 -4.400 3.557 -0.1 -0.1 0.1
C -2.654 -4.492 3.443 0.1 0.0 0.0
C -2.004 -3.754 2.471 0.0 0.0 0.0
C -2.692 -2.898 1.609 -0.1 0.2 -0.1
C -1.831 -2.091 0.676 -0.2 -0.3 0.1
O -0.620 -2.419 0.527 0.1 0.3 -0.1
O -2.301 -1.071 0.078 0.1 0.4 -0.2
H -5.825 -3.534 2.771 0.0 0.0 0.0
H -4.558 -4.968 4.312 0.0 0.0 0.0
H -2.090 -5.135 4.105 0.0 0.0 0.0
H -0.930 -3.820 2.365 0.0 0.0 0.0
```
Positions in Å, forces in eV/Å.

Calculated values
energy relative to the best compared isomer or geometry (same formula, charge and spin): 0.500 eV
charge: +2
frontier orbital gap (spin up / spin down): 5.0 / 4.5 eV
E_tot: -3998.963960 Ha